C9H18OS | ωB97M-V/def2-TZVPD

Summary:
- gap between HOMO and LUMO (eV) = 9.14
- E_HOMO (eV) = -8.916
- relative energy (zero: lowest compared OMol25 entry of this formula, charge and spin) (kJ/mol) = 307.0

Structure (XYZ):
```
29
C9H18OS ωB97M-V/def2-TZVPD
C 0.74594 0.56519 0.10601
C -1.62118 0.73984 0.91587
C -1.04060 1.19116 -1.46452
C -0.40694 2.86816 0.13810
C -0.32415 -1.92645 0.41858
C 1.41419 -1.45694 -1.38738
C 2.02930 -1.39424 0.90694
C -0.54228 1.32456 -0.02414
C 0.87445 -1.06267 -0.00164
O 3.39330 0.84254 0.17557
S 2.08516 1.55684 0.17431
H -2.48606 1.43287 1.03022
H -1.23436 0.50709 1.93079
H -1.98583 -0.13763 0.48525
H -2.12680 1.66752 -1.32870
H -1.19272 0.09762 -1.73921
H -0.37762 1.80147 -2.20393
H 0.33802 3.13669 -0.73766
H -1.35958 3.39808 0.00934
H 0.15984 3.13222 1.07457
H -0.15653 -3.01380 0.26862
H -0.43660 -1.62056 1.45573
H -1.20323 -1.60542 -0.25983
H 2.00029 -2.45621 -1.28497
H 2.25400 -0.71925 -1.44367
H 0.79137 -1.32051 -2.14410
H 2.08734 -2.54308 0.90037
H 2.05132 -1.06278 1.94968
H 3.10891 -1.10255 0.42384
```


C12H25B2F4NO9S2 | ωB97M-V/def2-TZVPD

Summary:
- gap between HOMO and LUMO (eV) = 9.24
- E_HOMO (eV) = -8.994

Structure (XYZ):
```
55
C12H25B2F4NO9S2 ωB97M-V/def2-TZVPD
N 1.06876 1.49752 -2.28785
B -0.06038 1.05203 -1.49141
O -1.24644 0.79894 -2.15187
C 0.07163 0.85753 0.11240
C -1.13860 1.40464 0.88686
C -1.74625 2.68873 0.37013
F -0.84588 3.71419 0.26821
O 1.13102 1.77792 0.46564
C 2.27424 1.04455 0.60141
O 3.40884 1.41309 0.35874
O 1.89762 -0.14960 1.11269
C 0.58791 -0.55931 0.56649
C 1.03452 -1.48979 -0.56208
C 0.02194 -2.13109 -1.51430
O 0.04008 -1.45819 -2.75697
C -1.39660 -2.32626 -1.01540
F -1.99558 -1.22020 -0.58238
F -1.42766 -3.25720 -0.06592
F -2.16070 -2.79225 -2.02549
B -0.07002 -1.16761 1.92659
O -1.42543 -1.38997 2.04002
O 0.73424 -1.44668 3.00260
H 1.00087 1.03114 -3.19550
H 0.91409 2.47626 -2.51123
H -1.99222 0.73752 -1.55231
H -0.81398 1.59821 1.90365
H -1.93794 0.67396 0.87471
H -2.50254 2.99893 1.08461
H -2.25802 2.58873 -0.58061
H 1.72867 -0.92942 -1.17570
H 1.62675 -2.27106 -0.10742
H 0.36060 -3.13477 -1.73213
H -0.74906 -0.91762 -2.85998
H -1.82092 -0.87810 2.74306
H 0.78737 -0.60734 3.48728
C -0.31529 0.41173 -7.26783
S 0.40769 -0.20901 -5.74328
O 0.89544 0.97219 -4.98163
C 1.84151 -0.96876 -6.51249
H -1.21453 0.96674 -7.01008
H 0.39298 1.07136 -7.76933
H -0.57563 -0.42862 -7.91116
H 2.40322 -0.21552 -7.06491
H 1.51333 -1.76633 -7.17884
H 2.46221 -1.38483 -5.72214
C -0.60516 -1.09846 7.13187
S -0.37407 0.54189 6.43772
O 0.78207 0.45664 5.50195
C 0.22392 1.30545 7.94786
H -0.93758 -1.75764 6.33257
H 0.33973 -1.45997 7.53659
H -1.36474 -1.05606 7.91237
H 1.11270 0.77976 8.29596
H -0.56130 1.27129 8.70255
H 0.47258 2.34073 7.72566
```


H12O6 | ωB97M-V/def2-TZVPD

Summary:
- gap between HOMO and LUMO (eV) = 11.56
- SMILES = O.O.O.O.O.O
- E_HOMO (eV) = -10.969
- relative energy (zero: lowest compared OMol25 entry of this formula, charge and spin) (kJ/mol) = 93.6

Structure (XYZ):
```
18
H12O6 ωB97M-V/def2-TZVPD
O 3.05890 -0.37522 -0.11460
H 3.45524 -0.03624 -0.90092
H 2.73754 0.44789 0.32674
O 1.53914 2.03640 0.52913
H 0.73247 2.10924 -0.08099
H 1.00956 1.91290 1.36931
O -0.98346 1.81513 -0.34447
H -1.66485 1.05619 -0.45940
H -1.41476 2.40736 -0.99697
O 0.90352 -2.14325 -0.45723
H 0.77623 -1.96460 -1.42801
H 1.83733 -1.68003 -0.24618
O -2.84609 -0.03416 -0.45598
H -3.60153 -0.59198 -0.59265
H -2.37342 -0.53419 0.16877
O -1.27003 -1.15704 1.17309
H -0.53355 -1.52065 0.59818
H -1.36223 -1.74775 1.91217
```


C23H44Cl24N2O6 | ωB97M-V/def2-TZVPD

Summary:
- gap between HOMO and LUMO (eV) = 8.74
- E_HOMO (eV) = -9.197
- relative energy (zero: lowest compared OMol25 entry of this formula, charge and spin) (kJ/mol) = 764.4

Structure (XYZ):
```
99
C23H44Cl24N2O6 ωB97M-V/def2-TZVPD
C 4.34391 -4.18523 -0.20613
O 3.25545 -3.80882 -1.12160
C 3.31657 -2.34609 -1.44054
C 2.08988 -1.67121 -0.52595
C 0.75480 -1.71561 -1.47483
N -0.56448 -1.70096 -0.73964
C -0.46679 -1.11648 0.65060
C -1.97116 -0.87124 1.33099
O -1.82586 -0.22246 2.65244
C -1.28060 -3.03238 -0.77553
O -0.70623 -4.08955 -0.15809
O -2.55366 -3.17048 -1.50194
N -3.62046 -2.95904 -0.70788
C -4.19366 -4.34339 -0.33921
C -3.51955 -5.35447 0.77190
O -5.32978 -4.77833 -0.95153
C -4.74596 -2.34804 -1.56871
C -6.10081 -1.64578 -0.96773
O -4.65092 -2.42295 -2.91519
H 5.35918 -3.70760 -0.55864
H 4.47172 -5.36754 -0.24414
H 4.13747 -3.91608 0.92483
H 4.36395 -1.87216 -1.22221
H 2.98956 -2.23265 -2.58301
H 2.03528 -2.32950 0.44400
H 2.42919 -0.55790 -0.33497
H 0.81951 -2.73522 -2.09089
H 0.79643 -0.85293 -2.28498
H 0.04700 -1.92985 1.35435
H 0.08350 -0.06740 0.69673
H -2.44702 -1.94818 1.51519
H -2.64111 -0.19013 0.63591
H -0.86885 0.09073 2.78835
H -2.65890 -5.94625 0.19427
H -2.96049 -4.77281 1.64071
H -4.29458 -6.13436 1.20348
H -6.99583 -1.86060 -1.72322
H -6.43219 -2.06535 0.08638
H -5.99773 -0.47773 -0.91077
C -5.60598 -6.05756 -4.10478
Cl -7.33614 -5.85905 -4.40885
Cl -5.08553 -7.71176 -4.44793
H -5.05076 -5.36947 -4.74686
H -5.40074 -5.83038 -3.05584
C 3.65371 -2.06151 3.45718
Cl 1.92355 -1.86300 3.15312
Cl 4.17416 -3.71571 3.11403
H 4.20893 -1.37341 2.81510
H 3.85895 -1.83432 4.50612
C 0.89030 2.86874 3.44724
Cl 1.44720 1.24449 3.02654
Cl -0.02270 3.59239 2.11767
H 0.24709 2.80710 4.32842
H 1.75741 3.49647 3.66650
C 4.80746 3.20812 3.64931
Cl 5.12007 1.60054 4.31510
Cl 3.90751 4.20770 4.79645
H 5.76129 3.69270 3.42708
H 4.22298 3.10569 2.73176
C -0.16222 5.63962 6.01432
Cl -0.02981 4.11669 6.90229
Cl 1.40336 6.13040 5.35622
H -0.86960 5.51121 5.19145
H -0.52242 6.41683 6.69271
C -6.30565 -4.77376 -7.84046
Cl -7.02464 -5.17306 -9.40536
Cl -5.99700 -3.03830 -7.70651
H -6.99268 -5.07530 -7.04605
H -5.36073 -5.31233 -7.73526
C 0.73747 5.79406 -0.97010
Cl 1.81397 6.13844 0.38926
Cl 1.36297 4.46712 -1.95650
H -0.24624 5.51690 -0.58344
H 0.65113 6.68898 -1.59112
C 6.65056 -7.50538 0.12092
Cl 7.12638 -6.29481 -1.07634
Cl 5.00706 -7.21296 0.70264
H 6.69452 -8.49603 -0.33808
H 7.34078 -7.45964 0.96680
C 0.29982 5.71222 -5.14460
Cl -0.56477 6.17592 -6.61524
Cl 0.68047 7.12829 -4.15726
H -0.32670 5.03126 -4.56342
H 1.23049 5.21133 -5.42201
C 3.00746 9.00769 2.74558
Cl 3.32007 7.40011 3.41136
Cl 2.10751 10.00727 3.89271
H 3.96129 9.49228 2.52334
H 2.42298 8.90526 1.82803
C -4.21392 0.22913 -7.10300
Cl -5.34521 1.52645 -7.50605
Cl -3.38152 0.56159 -5.57933
H -4.76693 -0.70861 -7.00906
H -3.47310 0.14225 -7.90153
C 3.42273 8.08265 7.81125
Cl 4.37003 7.55506 9.20752
Cl 4.37591 9.13287 6.75603
H 3.10415 7.20404 7.24506
H 2.54649 8.63258 8.16308
```


C28H34N6S2SiZn | ωB97M-V/def2-TZVPD

Summary:
- gap between HOMO and LUMO (eV) = 7.52
- E_HOMO (eV) = -7.903

Structure (XYZ):
```
72
C28H34N6S2SiZn ωB97M-V/def2-TZVPD
Zn -0.98855 -0.13158 1.08520
C -5.12744 -1.29558 1.74047
C -3.99501 -0.31461 1.64330
N -3.04753 -0.20077 2.49953
N -2.98548 -0.92752 3.60378
C -1.96810 -0.70450 4.49782
N -1.76777 -1.69426 5.39469
S -1.16332 0.72530 4.53005
C -3.90038 0.65375 0.55260
C -5.02849 1.25696 -0.00556
C -4.86224 2.26180 -0.93877
C -3.57701 2.64129 -1.29657
C -2.51525 1.97985 -0.70443
N -2.66879 1.00854 0.17902
H -4.73035 -2.30846 1.84065
H -5.74984 -1.27310 0.85233
H -5.74599 -1.09010 2.61515
H -3.51539 -1.79819 3.68628
H -2.00045 -2.64691 5.13170
H -0.96032 -1.58287 5.98706
H -6.01572 0.98035 0.32372
H -5.72274 2.75473 -1.36416
H -3.39870 3.43288 -2.00614
H -1.49556 2.25218 -0.93219
C 0.46636 1.21593 1.33014
Si 1.66386 0.99894 -0.09864
C 0.65956 0.18677 -1.53082
N -0.10923 -0.96345 -1.05359
C -1.20087 -1.30914 -1.95698
C -0.74900 -1.66251 -3.38369
C 0.53180 -2.50960 -3.37080
C 0.69711 -3.17565 -2.01023
C 0.74643 -2.14995 -0.86346
C 2.38595 2.59906 -0.82458
C 3.61026 3.07861 -0.36909
C 4.16477 4.23582 -0.88413
C 3.50062 4.94044 -1.87470
C 2.28125 4.48095 -2.34091
C 1.73547 3.32379 -1.81673
C 3.17928 -0.06364 0.32744
C 3.33422 -0.68552 1.56210
C 4.46710 -1.42587 1.85498
C 5.47031 -1.56570 0.91088
C 5.32624 -0.96519 -0.32919
C 4.19451 -0.22277 -0.61370
H 0.01867 2.20580 1.30777
H 0.95019 1.12652 2.29783
H 1.30220 -0.06432 -2.38301
H -0.06512 0.91656 -1.89304
H -1.90825 -0.47671 -1.99863
H -1.72059 -2.15928 -1.51069
H -0.58415 -0.74804 -3.95657
H -1.56212 -2.20732 -3.86851
H 1.40665 -1.89086 -3.58016
H 0.48986 -3.27030 -4.15309
H 1.61214 -3.76928 -1.98494
H -0.13654 -3.86335 -1.86008
H 1.77019 -1.80279 -0.71404
H 0.43175 -2.65711 0.05279
H 4.13364 2.52688 0.39856
H 5.11750 4.58756 -0.51361
H 3.93016 5.84359 -2.28180
H 1.75552 5.02399 -3.11396
H 0.78466 2.97515 -2.19312
H 2.55487 -0.59145 2.30347
H 4.56865 -1.90088 2.82075
H 6.35754 -2.13978 1.13948
H 6.10362 -1.06799 -1.07302
H 4.09169 0.24856 -1.58457
S -1.91498 -4.16740 3.14063
C -1.55640 -2.96325 2.16909
N -1.35689 -2.05499 1.45261
```


C16H22N4O2S | ωB97M-V/def2-TZVPD

Summary:
- gap between HOMO and LUMO (eV) = 9.72
- E_HOMO (eV) = -9.222
- relative energy (zero: lowest compared OMol25 entry of this formula, charge and spin) (kJ/mol) = 134.9

Structure (XYZ):
```
45
C16H22N4O2S ωB97M-V/def2-TZVPD
C -2.52076 -0.01871 -3.13643
C -2.02332 0.74768 -1.92001
C -2.54889 0.19693 -0.56984
C -4.07783 0.19385 -0.50323
C -2.05721 -1.17777 -0.38395
N -1.67377 -2.25082 -0.23704
C -1.99078 1.11999 0.53669
O -2.66508 2.02972 0.97493
N -0.71701 0.87393 0.92214
C -0.03259 1.70377 1.89993
C 0.40443 0.87700 3.07742
C 1.59255 0.89296 3.67234
C 2.76792 1.75577 3.29255
N 3.74239 1.07098 2.40711
C 3.23058 0.82683 1.11629
O 3.19972 1.69544 0.27994
C 2.85360 -0.60336 0.79845
C 2.17329 -0.80677 -0.52057
C 1.54171 -1.95379 -0.90762
C 1.01611 -1.83970 -2.22263
C 0.29862 -2.93612 -2.94607
N 1.21855 -0.67704 -2.79698
S 2.05322 0.32706 -1.79905
H -1.98861 0.31351 -4.02687
H -2.34191 -1.08981 -3.02478
H -3.58741 0.13098 -3.30468
H -0.93238 0.72976 -1.90092
H -2.33180 1.79437 -1.97034
H -4.41918 -0.11276 0.48398
H -4.44292 1.20111 -0.69214
H -4.48714 -0.49002 -1.24431
H -0.20971 0.11814 0.48486
H 0.80245 2.22006 1.42523
H -0.75766 2.45528 2.21510
H -0.35469 0.19761 3.45403
H 1.75233 0.21462 4.50589
H 2.45617 2.66335 2.77818
H 3.30216 2.07018 4.18820
H 3.97485 0.18279 2.84339
H 3.77259 -1.19889 0.84672
H 2.21367 -0.97454 1.60441
H 1.44020 -2.83542 -0.29096
H -0.05331 -3.69232 -2.24729
H -0.55590 -2.53786 -3.49010
H 0.96282 -3.40796 -3.67200
```


Question: What is the formula in the third record?
Answer: H12O6